i.
# C6H16O2

A cluster of 3 separate species, C6H16O2 in total (ωB97M-V/def2-TZVPD, OMol25).

The geometry in XYZ format:
```
24
C6H16O2 | OMol25 | ωB97M-V/def2-TZVPD
C 0.416 1.905 0.002
C -0.687 1.250 0.346
C -0.560 -0.227 0.723
C 0.502 -0.656 1.657
C -1.876 2.131 0.479
C -3.144 1.853 1.408
H 1.367 1.502 -0.029
H 0.275 2.896 -0.405
H -0.493 -0.955 -0.084
H -1.580 -0.436 1.166
H 0.044 -0.478 2.693
H 1.460 -0.165 1.501
H 0.627 -1.694 1.467
H -2.315 2.283 -0.576
H -1.554 3.118 0.832
H -3.782 0.936 1.023
H -3.881 2.755 1.411
H -2.821 1.886 2.457
O 1.514 -1.464 -7.168
H 0.691 -1.265 -6.836
H 2.045 -2.079 -6.667
O 4.436 -4.101 1.305
H 4.219 -4.986 1.264
H 5.097 -4.008 2.031
```

Output
SMILES string   C=C(CC)CC.O.O
Gap between HOMO and LUMO   0.362 Eh
E_LUMO   0.0343 Eh
HOMO energy   -8.91 eV
2S+1   1

ii.
# C6H16O2

A cluster of 2 separate species, C6H16O2 in total (ωB97M-V/def2-TZVPD, OMol25).

The geometry in XYZ format:
```
24
C6H16O2 | OMol25 | ωB97M-V/def2-TZVPD
C -0.047 3.842 -0.962
C 0.966 2.960 -1.539
O 0.500 2.709 -2.818
C 1.252 1.631 -3.442
H -0.986 3.263 -0.980
H -0.179 4.745 -1.581
H 0.155 4.154 0.076
H 0.968 1.999 -0.989
H 2.018 3.288 -1.647
H 2.310 1.919 -3.563
H 0.856 1.326 -4.425
H 1.198 0.768 -2.758
C -2.103 -2.587 0.851
C -0.874 -3.156 1.697
O -0.637 -2.172 2.696
C 0.514 -2.455 3.429
H -2.448 -3.235 0.027
H -1.800 -1.614 0.430
H -2.943 -2.424 1.546
H -0.070 -3.323 0.954
H -1.160 -4.142 2.110
H 0.481 -3.398 3.999
H 0.642 -1.619 4.137
H 1.386 -2.481 2.754
```

Output
SMILES string   CCOC.CCOC
Gap between HOMO and LUMO   0.389 Eh
E_LUMO   0.0300 Eh
HOMO energy   -9.78 eV
2S+1   1

iii.
# C6H16O2

A cluster of 2 separate species, C6H16O2 in total (ωB97M-V/def2-TZVPD, OMol25).

The geometry in XYZ format:
```
24
C6H16O2 | OMol25 | ωB97M-V/def2-TZVPD
C 1.008 -1.341 1.452
C 0.392 0.109 1.781
C -1.113 0.354 1.269
C -1.181 1.391 0.005
C -0.774 0.838 -1.354
C 0.646 0.581 -1.691
O 1.429 1.813 -1.436
H 1.597 -1.413 0.499
H 1.567 -1.691 2.262
H 0.155 -1.968 1.461
H 0.933 0.833 1.038
H 0.705 0.550 2.778
H -1.427 -0.660 0.847
H -1.727 0.737 2.115
H -2.271 1.692 0.003
H -0.556 2.327 0.299
H -1.284 -0.159 -1.541
H -1.211 1.501 -2.134
H 0.933 0.289 -2.833
H 1.070 -0.211 -0.993
H 2.365 1.642 -1.590
O -0.295 -2.708 -0.973
H -1.109 -2.235 -1.083
H 0.149 -2.272 -0.184
```

Output
SMILES string   CCCCCCO.O
Gap between HOMO and LUMO   0.405 Eh
E_LUMO   0.0302 Eh
HOMO energy   -10.21 eV
2S+1   1

iv.
# C6H16O2

A cluster of 3 separate species, C6H16O2 in total (ωB97M-V/def2-TZVPD, OMol25).

The geometry in XYZ format:
```
24
C6H16O2 | OMol25 | ωB97M-V/def2-TZVPD
C 0.715 -0.016 0.929
C 0.001 0.152 -0.176
C -0.222 1.577 -0.672
C -0.928 2.490 0.353
C -0.503 -0.960 -1.023
C -0.011 -2.349 -0.660
H 1.171 0.855 1.399
H 0.939 -0.949 1.426
H -0.767 1.688 -1.608
H 0.778 1.951 -0.881
H -0.736 2.159 1.376
H -2.008 2.389 0.220
H -0.546 3.508 0.331
H -0.364 -0.803 -2.092
H -1.600 -0.935 -1.062
H -0.167 -3.057 -1.485
H -0.657 -2.795 0.108
H 1.059 -2.444 -0.466
O -2.236 -1.206 2.074
H -2.701 -0.460 2.445
H -1.307 -1.094 1.866
O 3.127 0.360 -1.211
H 3.209 -0.208 -0.428
H 2.433 0.957 -0.904
```

Output
SMILES string   C=C(CC)CC.O.O
Gap between HOMO and LUMO   0.380 Eh
E_LUMO   0.0265 Eh
HOMO energy   -9.61 eV
2S+1   1

Going by the energies, iv is most stable and the next is 17.4 kcal/mol up.

i.
# C6H12NOS

A cluster of 2 separate species, C6H12NOS in total (ωB97M-V/def2-TZVPD, OMol25).

The geometry in XYZ format:
```
21
C6H12NOS | OMol25 | ωB97M-V/def2-TZVPD
C 0.664 -0.119 0.379
C 2.467 2.071 1.085
C 1.257 1.687 1.887
C 2.299 1.947 -0.420
C -3.391 -1.360 -0.924
C -1.584 -2.829 -1.268
N -2.172 -1.520 -1.152
O 0.592 0.509 1.518
S 1.473 0.404 -0.987
H 2.570 3.121 1.327
H 3.368 1.567 1.384
H 1.471 1.602 3.020
H 0.445 2.395 1.779
H 1.654 2.732 -0.932
H 3.228 1.967 -0.886
H 0.160 -1.063 0.104
H -3.750 -0.275 -0.732
H -4.169 -2.165 -0.709
H -1.041 -2.739 -2.243
H -2.314 -3.700 -1.383
H -0.977 -3.020 -0.491
```

Output
Gap between HOMO and LUMO   0.286 Eh
E_LUMO   -0.1776 Eh
HOMO energy   -12.62 eV
2S+1   1
Total charge   +1

ii.
# C6H12NOS

The ion C6H12NOS with charge +1 (ωB97M-V/def2-TZVPD, OMol25).

The geometry in XYZ format:
```
21
C6H12NOS | OMol25 | ωB97M-V/def2-TZVPD
C -0.894 -0.786 -1.690
N -0.954 0.501 -0.996
C 0.068 0.655 0.055
C 1.414 0.466 -0.570
C -0.068 1.820 1.060
O -0.455 2.901 0.823
C 0.308 0.909 2.294
C -0.122 -0.358 1.447
S 1.026 -1.672 1.527
H 0.006 -1.269 -1.901
H -1.464 -1.550 -1.260
H -1.395 -0.786 -2.660
H -1.833 0.728 -0.475
H -0.653 1.346 -1.638
H 2.126 0.701 0.086
H 1.526 1.269 -1.440
H 1.672 -0.497 -0.798
H 1.357 1.199 2.385
H -0.372 1.248 3.136
H -1.242 -0.668 1.387
H 1.107 -1.655 2.876
```

Output
SMILES string   C[NH2+][C@@]1(C)C(=O)C[C@@H]1S
Gap between HOMO and LUMO   0.358 Eh
E_LUMO   -0.1252 Eh
HOMO energy   -13.15 eV
2S+1   1
Total charge   +1

iii.
# C6H12NOS

A structure of composition C6H12NOS (ωB97M-V/def2-TZVPD, OMol25).

The geometry in XYZ format:
```
21
C6H12NOS | OMol25 | ωB97M-V/def2-TZVPD
C -2.088 0.759 0.873
C 2.500 -0.584 0.306
C 1.848 -1.874 -0.074
C 1.140 -0.598 -0.289
C -0.457 1.791 -0.831
C -0.047 -0.295 0.572
N -0.744 0.881 0.338
O -1.266 -1.507 0.072
S -2.667 -0.935 -0.033
H -2.250 0.577 2.024
H -2.711 1.602 0.567
H 2.449 -0.199 1.280
H 3.288 -0.283 -0.257
H 2.336 -2.239 -0.990
H 1.574 -2.577 0.746
H 0.955 -0.368 -1.330
H -1.117 2.690 -0.664
H -0.880 1.478 -1.873
H 0.537 2.225 -0.951
H 0.200 -0.272 1.676
H -2.600 -0.271 -1.161
```

Output
Gap between HOMO and LUMO   0.390 Eh
E_LUMO   -0.1401 Eh
HOMO energy   -14.42 eV
2S+1   1
Total charge   +1

iv.
# C6H12NOS

A cluster of 2 separate species, C6H12NOS in total (ωB97M-V/def2-TZVPD, OMol25).

The geometry in XYZ format:
```
21
C6H12NOS | OMol25 | ωB97M-V/def2-TZVPD
C -1.645 -0.104 -0.742
C 0.574 0.266 0.940
C -0.786 0.561 0.375
C -1.853 -1.526 -0.515
C 2.584 -0.493 -0.280
C 1.430 -0.961 0.549
N -1.150 2.536 -0.009
O -1.982 0.650 -1.635
S -0.906 0.302 1.997
H 1.328 1.003 1.237
H -0.992 -2.033 -0.999
H -2.860 -1.902 -0.990
H -1.685 -1.874 0.606
H 3.060 -1.478 -0.668
H 3.469 0.006 0.295
H 2.420 -0.078 -1.311
H 1.689 -1.455 1.479
H 0.967 -1.785 -0.073
H -1.492 3.106 0.729
H -1.846 2.343 -0.688
H -0.323 2.914 -0.298
```

Output
Gap between HOMO and LUMO   0.345 Eh
E_LUMO   -0.1689 Eh
HOMO energy   -13.99 eV
2S+1   1
Total charge   +1

Going by the energies, i is most stable and the next is 5.2 kcal/mol up.

i.
# C2H2ClO2P

An isolated molecule of C2H2ClO2P (ωB97M-V/def2-TZVPD, OMol25).

The geometry in XYZ format:
```
8
C2H2ClO2P | OMol25 | ωB97M-V/def2-TZVPD
C -0.220 -0.100 0.000
C -1.558 0.459 -0.048
O 0.948 0.552 -0.015
O -1.993 1.587 -0.122
P 2.468 0.386 -0.102
Cl 2.874 -1.580 -0.086
H -0.190 -1.104 0.290
H -2.329 -0.200 0.083
```

Output
Gap between HOMO and LUMO (alpha / beta)   0.249 / 0.297 Eh
E_LUMO (alpha / beta)   -0.0538 / -0.0401 Eh
HOMO energy (alpha / beta)   -8.24 / -9.17 eV
2S+1   1

ii.
# C2H2ClO2P

A structure of composition C2H2ClO2P (ωB97M-V/def2-TZVPD, OMol25).

The geometry in XYZ format:
```
8
C2H2ClO2P | OMol25 | ωB97M-V/def2-TZVPD
C 0.656 -0.710 -0.284
C 0.874 0.604 -0.132
O -0.726 -1.028 -0.515
O -0.063 1.454 -0.412
P -1.781 0.134 -0.441
Cl -2.090 0.283 1.642
H 1.254 -1.656 -0.045
H 1.876 0.920 0.187
```

Output
Gap between HOMO and LUMO   0.290 Eh
E_LUMO   -0.0269 Eh
HOMO energy   -8.63 eV
2S+1   1

Going by the energies, ii is most stable and the next is 36.0 kcal/mol up.

i.
# CH6N5

A cluster of 2 separate species, CH6N5 in total (ωB97M-V/def2-TZVPD, OMol25).

The geometry in XYZ format:
```
12
CH6N5 | OMol25 | ωB97M-V/def2-TZVPD
C 1.386 0.242 0.097
N -2.694 -0.045 0.099
N -1.451 0.025 0.345
N 1.476 0.992 1.029
N -0.622 0.296 -0.624
N 1.893 -0.762 -0.528
H -3.296 0.015 0.954
H -1.024 0.075 1.252
H 1.751 1.924 1.423
H -1.157 0.247 -1.440
H 2.643 -1.252 -0.069
H 1.702 -1.126 -1.485
```

Output
Gap between HOMO and LUMO (alpha / beta)   0.359 / 0.359 Eh
E_LUMO (alpha / beta)   -0.1461 / -0.1461 Eh
HOMO energy (alpha / beta)   -13.74 / -13.74 eV
2S+1   1
Total charge   +1

ii.
# CH6N5

A cluster of 2 separate species, CH6N5 in total (ωB97M-V/def2-TZVPD, OMol25).

The geometry in XYZ format:
```
12
CH6N5 | OMol25 | ωB97M-V/def2-TZVPD
C -0.796 -1.032 -0.976
N -3.660 -0.154 0.750
N -2.569 -0.005 0.563
N -1.411 0.269 0.689
N -0.444 -0.095 -0.174
N 2.106 0.749 0.336
H -1.759 -1.425 -0.955
H 0.055 -1.417 -1.673
H 2.702 0.024 0.580
H 2.018 1.289 1.233
H 1.100 0.379 -0.064
H 2.659 1.418 -0.309
```

Output
Gap between HOMO and LUMO   0.360 Eh
E_LUMO   -0.1402 Eh
HOMO energy   -13.61 eV
2S+1   1
Total charge   +1

Going by the energies, ii is most stable and the next is 8.7 kcal/mol up.

i.
# C4H12

A cluster of 2 separate species, C4H12 in total (ωB97M-V/def2-TZVPD, OMol25).

The geometry in XYZ format:
```
16
C4H12 | OMol25 | ωB97M-V/def2-TZVPD
C 0.523 -2.798 0.156
C 0.190 -1.373 -0.261
H -0.052 -3.170 1.001
H 0.519 -3.550 -0.636
H 1.554 -2.900 0.525
H -0.028 -1.346 -1.322
H 0.789 -0.630 0.245
H -0.849 -1.157 0.023
C -1.019 2.045 -0.299
C 0.330 2.221 0.344
H -1.028 2.207 -1.382
H -1.343 1.025 -0.103
H -1.810 2.692 0.044
H 0.753 3.220 0.450
H 1.082 1.621 -0.177
H 0.389 1.893 1.391
```

Output
Gap between HOMO and LUMO (alpha / beta)   0.101 / 0.428 Eh
E_LUMO (alpha / beta)   0.1586 / 0.1615 Eh
⟨S²⟩   0.750
HOMO energy (alpha / beta)   1.56 / -7.26 eV
2S+1   2
Total charge   -1

ii.
# C4H12

A cluster of 2 separate species, C4H12 in total (ωB97M-V/def2-TZVPD, OMol25).

The geometry in XYZ format:
```
16
C4H12 | OMol25 | ωB97M-V/def2-TZVPD
C -0.768 1.700 -0.475
C -1.168 1.441 -1.934
H 0.263 2.002 -0.292
H -1.429 2.378 0.066
H -0.856 0.776 0.086
H -2.141 1.921 -2.113
H -0.441 1.726 -2.684
H -1.519 0.408 -2.031
C 0.585 -0.949 1.460
C 1.355 -2.178 0.945
H 0.561 -0.968 2.553
H 1.131 -0.043 1.200
H -0.400 -0.997 1.006
H 1.908 -1.973 0.019
H 0.701 -3.003 0.649
H 2.121 -2.560 1.628
```

Output
Gap between HOMO and LUMO (alpha / beta)   0.102 / 0.445 Eh
E_LUMO (alpha / beta)   0.1609 / 0.1671 Eh
⟨S²⟩   0.750
HOMO energy (alpha / beta)   1.61 / -7.55 eV
2S+1   2
Total charge   -1

Going by the energies, ii is most stable and the next is 1.3 kcal/mol up.

i.
# C4H12

A cluster of 2 separate species, C4H12 in total (ωB97M-V/def2-TZVPD, OMol25).

The geometry in XYZ format:
```
16
C4H12 | OMol25 | ωB97M-V/def2-TZVPD
C -2.183 0.334 -1.851
C -1.022 -0.632 -1.988
H -3.121 -0.127 -1.530
H -2.096 1.071 -1.041
H -2.309 0.892 -2.781
H -1.224 -1.541 -1.406
H -0.040 -0.288 -1.666
H -0.889 -1.042 -2.992
C 0.928 0.091 2.296
C 2.250 0.189 1.546
H 0.607 -0.921 2.534
H 1.086 0.637 3.229
H 0.100 0.562 1.767
H 2.220 0.781 0.620
H 3.031 0.752 2.071
H 2.662 -0.758 1.192
```

Output
Gap between HOMO and LUMO (alpha / beta)   0.105 / 0.452 Eh
E_LUMO (alpha / beta)   0.1620 / 0.1652 Eh
⟨S²⟩   0.750
HOMO energy (alpha / beta)   1.55 / -7.82 eV
2S+1   2
Total charge   -1

ii.
# C4H12

A cluster of 2 separate species, C4H12 in total (ωB97M-V/def2-TZVPD, OMol25).

The geometry in XYZ format:
```
16
C4H12 | OMol25 | ωB97M-V/def2-TZVPD
C -0.544 0.417 1.590
C -0.743 1.918 1.678
H -0.164 -0.183 0.702
H 0.134 0.140 2.327
H -1.496 -0.135 1.916
H -1.216 2.148 2.774
H -1.434 2.332 0.933
H 0.200 2.581 1.727
C 0.090 -1.609 -1.702
C 1.251 -0.682 -1.645
H -0.240 -2.005 -0.774
H -0.835 -1.065 -2.174
H 0.251 -2.489 -2.407
H 1.533 -0.239 -0.698
H 1.038 0.211 -2.280
H 2.174 -1.339 -1.967
```

Output
Gap between HOMO and LUMO (alpha / beta)   0.100 / 0.436 Eh
E_LUMO (alpha / beta)   0.1572 / 0.1657 Eh
⟨S²⟩   0.750
HOMO energy (alpha / beta)   1.56 / -7.37 eV
2S+1   2
Total charge   -1

iii.
# C4H12

A cluster of 2 separate species, C4H12 in total (ωB97M-V/def2-TZVPD, OMol25).

The geometry in XYZ format:
```
16
C4H12 | OMol25 | ωB97M-V/def2-TZVPD
C 1.810 -0.408 -0.999
C 1.765 1.014 -1.219
H 2.652 -0.659 -0.358
H 1.039 -0.829 -0.312
H 1.924 -0.884 -1.998
H 1.576 1.151 -2.390
H 2.777 1.496 -1.195
H 1.251 1.843 -0.683
C -1.360 -0.386 0.521
C -2.124 -0.176 1.860
H -0.396 -0.675 0.420
H -2.063 -1.346 0.116
H -1.573 0.392 -0.223
H -1.782 -0.315 2.867
H -2.593 0.751 1.871
H -2.904 -0.971 1.723
```

Output
Gap between HOMO and LUMO (alpha / beta)   0.102 / 0.422 Eh
E_LUMO (alpha / beta)   0.1573 / 0.1666 Eh
⟨S²⟩   0.750
HOMO energy (alpha / beta)   1.52 / -6.95 eV
2S+1   2
Total charge   -1

Going by the energies, i is most stable and the next is 18.1 kcal/mol up.